Formula: C7H35NO10
Source: the OMol25 dataset
Level of theory: ωB97M-V/def2-TZVPD

ΔE to the lowest compared entry with this formula, charge and spin (kJ/mol): 118.7
SMILES: C/C=C(\C)C[C@@H](C)N.O.O.O.O.O.O.O.O.O.O
Calculated total energy (eV): -29790.4483
2S+1: 1

The geometry in XYZ format:
```
53
Properties=species:S:1:pos:R:3:mulliken_charge:R:1
C 0.751 -3.212 -1.549 -1.40
C -0.530 -2.401 -1.866 0.59
C -0.954 -1.700 -0.557 -1.01
C -0.073 -0.486 -0.164 0.41
C -0.480 -0.014 1.012 0.20
C 0.140 1.154 1.804 -1.22
C 1.132 0.066 -0.848 -1.05
N -1.670 -3.040 -2.447 -0.56
H 1.554 -2.646 -1.086 0.34
H 1.025 -3.552 -2.557 0.33
H 0.531 -4.066 -0.882 0.35
H -0.315 -1.569 -2.591 0.01
H -0.778 -2.418 0.236 0.09
H -1.976 -1.306 -0.644 0.43
H -1.207 -0.509 1.653 0.44
H 1.221 1.076 1.707 0.34
H -0.243 2.064 1.342 0.32
H -0.101 1.100 2.841 0.29
H 1.378 -0.381 -1.827 0.54
H 1.125 1.155 -1.079 0.04
H 1.999 -0.015 -0.191 0.35
H -2.072 -3.845 -1.985 0.18
H -1.749 -3.271 -3.427 0.22
H 0.445 -1.651 3.336 0.31
H 1.008 -1.370 4.624 0.30
O 0.633 -0.866 3.886 -0.57
H -1.572 0.421 4.195 0.32
H -2.164 0.385 2.744 0.28
O -2.017 0.934 3.512 -0.66
H -2.989 2.546 0.770 0.25
H -3.517 1.753 1.898 0.34
O -3.822 2.179 1.086 -0.61
H 1.234 2.835 -2.534 0.26
H 0.215 3.955 -2.848 0.29
O 0.582 3.423 -2.136 -0.54
H 1.857 3.709 1.418 0.33
H 1.625 3.941 -0.065 0.33
O 2.278 4.073 0.632 -0.65
H 3.465 0.848 -1.432 0.31
H 4.910 0.638 -1.478 0.33
O 4.141 0.555 -2.057 -0.62
H -0.602 0.849 -3.677 0.32
H 0.078 0.355 -4.963 0.30
O 0.079 1.070 -4.321 -0.61
H -1.597 2.877 -1.260 0.28
H -2.206 4.132 -0.647 0.33
O -2.158 3.632 -1.468 -0.62
H -0.064 -3.554 2.518 0.31
H -1.532 -3.506 2.707 0.31
O -0.719 -3.440 3.225 -0.67
H 2.611 -2.672 1.757 0.32
H 1.827 -3.199 0.605 0.24
O 1.972 -3.364 1.544 -0.71
```

---

Formula: C5H14NS
Source: the OMol25 dataset
Level of theory: ωB97M-V/def2-TZVPD

ΔE to the lowest compared entry with this formula, charge and spin (kJ/mol): 6.6
Net charge: -1
Calculated total energy (eV): -17738.3294
2S+1: 1

The geometry in XYZ format:
```
21
Properties=species:S:1:pos:R:3:mulliken_charge:R:1
C 1.064 2.036 -0.372 -0.59
C 0.467 1.239 -1.514 -0.12
C 1.493 0.301 -2.147 -1.10
N -0.012 2.645 0.425 -0.74
H 1.741 2.816 -0.737 0.44
H 1.659 1.341 0.232 0.25
H -0.061 1.849 -2.254 0.38
H -0.280 0.587 -1.051 0.00
H 1.726 -0.484 -1.428 0.23
H 2.426 0.811 -2.416 0.30
H 1.113 -0.153 -3.067 0.33
H 0.357 3.359 1.039 0.20
H -0.397 1.903 1.007 0.28
C -2.215 -2.291 1.490 -1.06
C -0.695 -2.418 1.598 -0.44
S 0.178 -0.836 1.347 -0.66
H -2.507 -2.056 0.466 0.26
H -2.558 -1.479 2.131 0.26
H -2.713 -3.218 1.801 0.34
H -0.336 -3.140 0.860 0.21
H -0.450 -2.812 2.589 0.22
```

---

Formula: C21H24ClN3O13PPd
Source: the OMol25 dataset
Level of theory: ωB97M-V/def2-TZVPD

ΔE to the lowest compared entry with this formula, charge and spin (kJ/mol): 137.3
Net charge: -1
⟨S²⟩: 2.005
Calculated total energy (eV): -78541.9474
2S+1: 3

The geometry in XYZ format:
```
64
Properties=species:S:1:pos:R:3:mulliken_spin:R:1
Pd -0.193 -0.120 -0.624 1.53
Cl -5.800 3.288 -3.880 0.00
C -4.457 2.824 -2.890 0.00
C -4.526 3.035 -1.507 0.00
C -3.502 2.632 -0.703 0.01
C -2.330 1.989 -1.212 0.01
O -1.408 1.639 -0.417 0.11
C -2.285 1.810 -2.643 -0.03
C -1.181 1.149 -3.251 0.02
O -0.159 0.733 -2.693 0.09
C -3.360 2.233 -3.448 0.01
H -5.401 3.512 -1.093 0.00
H -3.544 2.785 0.363 0.00
H -1.269 0.996 -4.343 0.01
H -3.312 2.073 -4.515 0.00
O 7.913 0.135 0.730 0.00
N 7.211 -0.297 -0.170 0.00
O 7.609 -1.064 -1.032 0.00
C 5.857 0.114 -0.219 0.00
C 5.375 1.059 0.688 0.00
C 4.068 1.475 0.639 0.01
C 3.088 0.923 -0.285 0.00
O 1.899 1.252 -0.291 0.02
C 3.670 -0.052 -1.204 0.00
C 4.992 -0.418 -1.178 0.00
N 2.844 -0.656 -2.194 0.00
O 1.693 -0.973 -1.906 0.01
O 3.336 -0.864 -3.291 0.00
N 3.656 2.469 1.580 0.00
O 4.296 2.547 2.616 0.00
O 2.727 3.194 1.305 0.00
H 6.042 1.484 1.424 0.00
H 5.366 -1.138 -1.893 0.00
C -0.117 -0.766 4.234 0.00
C 0.327 -0.181 2.892 0.00
C 1.655 -0.801 2.460 0.00
C 0.455 1.344 2.925 0.00
O -0.683 -0.428 1.908 0.04
P -0.896 -1.886 1.220 0.00
O -1.171 -3.001 2.139 0.01
O 0.201 -2.052 0.186 0.11
O -2.219 -1.294 0.429 0.03
C -3.015 -2.075 -0.455 0.00
C -3.988 -1.079 -1.099 -0.01
C -3.762 -3.148 0.339 0.00
C -2.140 -2.706 -1.543 0.00
H 0.644 -0.593 4.992 0.00
H -0.276 -1.835 4.116 0.00
H -1.055 -0.314 4.549 0.00
H 2.461 -0.471 3.115 0.00
H 1.859 -0.496 1.433 0.00
H 1.583 -1.887 2.484 0.00
H 1.299 1.650 3.537 0.00
H -0.454 1.790 3.319 0.00
H 0.592 1.703 1.901 0.00
H -4.462 -0.476 -0.327 0.00
H -4.751 -1.600 -1.673 0.00
H -3.437 -0.409 -1.758 0.00
H -4.449 -2.675 1.038 0.00
H -3.044 -3.725 0.914 0.00
H -4.312 -3.806 -0.331 0.00
H -1.485 -1.929 -1.976 0.00
H -2.761 -3.136 -2.327 0.00
H -1.514 -3.483 -1.106 0.00
```

---

Formula: C5H15N3O
Source: the OMol25 dataset
Level of theory: ωB97M-V/def2-TZVPD

ΔE to the lowest compared entry with this formula, charge and spin (kJ/mol): 360.8
Net charge: +2
Calculated total energy (eV): -11924.4143
2S+1: 1

The geometry in XYZ format:
```
24
Properties=species:S:1:pos:R:3:mulliken_charge:R:1
C 0.820 -1.338 0.037 0.22
C 0.643 1.836 0.083 -1.28
C -0.616 0.612 -1.924 -1.41
C -1.460 0.538 1.915 -0.96
C -0.340 0.838 -0.414 0.65
N 0.351 -2.333 0.733 -0.28
N 1.957 -1.371 -0.682 0.04
N -1.529 0.945 0.432 -0.17
O 2.400 -2.660 -0.908 -0.42
H 0.860 2.652 -0.687 0.40
H 1.643 1.536 0.373 0.34
H 0.155 2.318 0.909 0.37
H -1.387 1.312 -2.331 0.45
H -1.105 -0.318 -1.991 0.47
H 0.301 0.575 -2.511 0.37
H -1.904 1.332 2.531 0.36
H -2.044 -0.386 1.926 0.42
H -0.383 0.251 2.315 0.33
H -0.466 -2.074 1.288 0.21
H 0.834 -3.253 0.896 0.28
H 2.049 -0.780 -1.533 0.30
H -2.289 0.387 0.021 0.45
H -1.837 1.940 0.340 0.48
H 3.347 -2.558 -0.819 0.38
```

---

Formula: C32H108N8O18
Source: the OMol25 dataset
Level of theory: ωB97M-V/def2-TZVPD

ΔE to the lowest compared entry with this formula, charge and spin (kJ/mol): 409.0
Calculated total energy (eV): -83705.2449
2S+1: 1

The geometry in XYZ format:
```
166
Properties=species:S:1:pos:R:3:mulliken_charge:R:1
O 1.515 5.919 0.753 -0.66
H 2.380 5.592 0.501 0.27
H 1.450 5.739 1.697 0.34
O -3.150 3.301 -3.358 -0.55
H -4.035 2.986 -3.144 0.53
H -2.647 2.502 -3.539 0.42
O -0.645 4.026 -3.850 -0.55
H -0.544 3.073 -3.837 0.18
H 0.256 4.366 -3.790 0.42
O 1.979 4.416 -4.124 -0.54
H 2.615 3.977 -3.552 0.22
H 2.362 4.355 -5.001 0.30
O -2.146 4.570 2.483 -0.45
H -1.621 4.630 3.288 0.34
H -2.912 5.123 2.651 0.22
O 3.701 4.254 -1.963 -0.61
H 4.444 4.589 -1.458 0.27
H 4.098 3.664 -2.608 0.22
O -1.509 4.281 -0.247 -0.72
H -1.361 4.395 0.696 0.34
H -1.389 3.334 -0.399 0.22
O -0.636 -1.107 -3.054 -0.35
H -0.561 -1.818 -3.693 0.20
H -1.326 -1.403 -2.442 0.24
O -1.741 -1.797 0.555 -0.10
H -1.453 -2.606 1.001 0.16
H -1.339 -1.093 1.077 0.29
O -1.570 1.255 -4.219 -0.81
H -1.289 0.457 -3.753 0.32
H -2.358 0.988 -4.696 0.29
C -5.202 1.216 0.631 -1.29
C -4.875 2.083 -0.576 1.59
C -5.996 1.783 -1.601 -1.00
O -5.602 2.364 -2.828 -0.42
C -6.615 2.498 -3.848 -0.97
N -4.830 3.504 -0.132 -0.62
H -6.258 1.217 0.911 0.38
H -4.787 1.483 1.605 0.35
H -4.849 0.201 0.442 0.11
H -3.956 1.717 -1.035 -0.51
H -6.913 2.295 -1.300 0.40
H -6.229 0.725 -1.737 0.30
H -6.177 3.152 -4.600 0.31
H -7.502 2.995 -3.450 0.31
H -6.883 1.507 -4.215 0.30
H -4.213 3.585 0.664 0.15
H -5.765 3.716 0.193 0.35
C 1.867 -2.170 2.033 -0.64
C 2.072 -2.983 3.369 0.70
C 2.713 -4.384 3.219 -1.09
O 1.943 -5.090 2.241 -0.21
C 2.726 -6.136 1.624 -0.93
N 2.875 -2.101 4.240 -0.73
H 1.897 -1.093 2.194 0.27
H 0.920 -2.416 1.554 -0.14
H 2.668 -2.317 1.306 0.25
H 1.058 -3.113 3.748 -0.06
H 2.688 -4.884 4.189 0.35
H 3.724 -4.195 2.855 0.48
H 2.132 -6.609 0.843 0.28
H 2.961 -6.934 2.331 0.34
H 3.704 -5.827 1.253 0.30
H 2.847 -2.599 5.123 0.33
H 3.844 -2.273 3.997 0.28
C -2.524 -3.501 3.292 -1.52
C -1.628 -4.676 2.868 0.94
C -2.434 -5.964 2.659 -0.94
O -1.522 -7.064 2.393 -0.32
C -2.047 -8.012 1.476 -0.77
N -1.025 -4.263 1.631 -0.10
H -2.955 -3.590 4.292 0.52
H -3.414 -3.347 2.681 0.25
H -1.964 -2.570 3.372 0.05
H -0.769 -4.732 3.537 0.15
H -3.301 -5.869 2.005 0.43
H -2.832 -6.157 3.658 0.39
H -3.078 -8.348 1.593 0.33
H -1.516 -8.966 1.491 0.28
H -1.750 -7.703 0.471 0.30
H -0.041 -4.458 1.767 -0.24
H -1.315 -4.929 0.926 0.15
C 1.229 2.355 -0.539 -1.47
C 0.268 1.385 0.034 0.60
C 0.015 1.663 1.521 -0.07
O -0.802 0.597 1.881 0.19
C -1.243 0.553 3.253 -1.08
N -1.022 1.609 -0.648 0.95
H 2.190 2.375 -0.019 0.38
H 0.892 3.391 -0.496 0.37
H 1.585 1.988 -1.503 0.09
H 0.626 0.379 -0.195 0.34
H -0.514 2.607 1.650 -0.94
H 0.958 1.465 2.034 0.35
H -1.683 1.507 3.546 0.20
H -0.464 0.212 3.937 0.35
H -2.042 -0.180 3.370 0.23
H -1.751 1.078 -0.187 0.04
H -0.997 1.160 -1.553 -0.85
C -2.789 -3.923 -2.591 -1.39
C -3.800 -2.769 -2.262 0.43
C -4.924 -3.066 -1.289 -0.72
O -5.759 -1.894 -1.069 -0.12
C -6.946 -2.166 -0.352 -0.91
N -3.105 -1.577 -1.829 0.15
H -2.083 -3.981 -1.762 0.15
H -2.250 -3.568 -3.469 0.26
H -3.304 -4.852 -2.832 0.49
H -4.317 -2.617 -3.212 0.34
H -4.511 -3.425 -0.344 0.13
H -5.596 -3.844 -1.655 0.48
H -7.458 -1.272 0.003 0.25
H -6.688 -2.850 0.458 0.34
H -7.684 -2.687 -0.966 0.32
H -3.879 -0.978 -1.566 0.04
H -2.720 -1.752 -0.899 0.04
C 2.527 0.023 -4.119 -1.71
C 2.106 0.668 -5.410 1.53
C 3.285 0.878 -6.366 -1.00
O 4.278 1.741 -5.787 -0.26
C 5.488 1.664 -6.540 -0.88
N 1.088 -0.138 -6.063 -0.88
H 3.384 0.461 -3.602 0.26
H 3.052 -0.922 -4.273 0.42
H 1.747 -0.068 -3.363 0.26
H 1.738 1.646 -5.092 -0.13
H 2.902 1.268 -7.312 0.41
H 3.746 -0.055 -6.697 0.44
H 6.010 0.707 -6.591 0.33
H 6.270 2.317 -6.149 0.26
H 5.321 2.030 -7.555 0.34
H 0.979 0.357 -6.942 0.34
H 0.214 0.209 -5.683 0.28
C 2.399 3.686 3.962 -1.67
C 1.021 4.285 3.991 2.80
C 0.273 4.116 5.329 -1.00
O -1.052 4.547 5.091 -0.37
C -2.036 3.959 5.966 -0.79
N 1.276 5.682 3.612 -0.75
H 3.022 4.003 3.126 0.37
H 2.403 2.595 3.974 0.34
H 2.969 3.932 4.860 0.42
H 0.480 3.910 3.121 -1.41
H 0.776 4.785 6.028 0.27
H 0.338 3.049 5.546 0.50
H -2.926 4.549 5.759 0.26
H -1.704 3.969 7.005 0.37
H -2.189 2.893 5.784 0.25
H 0.447 6.252 3.732 0.21
H 1.875 6.040 4.347 0.29
C 8.787 -1.549 0.422 -1.44
C 7.551 -1.369 1.237 0.33
C 6.176 -1.408 0.446 -0.13
O 6.041 -0.164 -0.195 -0.37
C 4.786 0.084 -0.768 -0.33
N 7.622 -2.372 2.311 -0.70
H 8.932 -0.656 -0.189 0.33
H 8.707 -2.427 -0.220 0.33
H 9.714 -1.643 0.989 0.42
H 7.522 -0.348 1.621 0.23
H 5.401 -1.594 1.193 0.00
H 6.091 -2.211 -0.289 0.34
H 3.959 -0.248 -0.137 0.03
H 4.583 -0.306 -1.767 0.29
H 4.717 1.168 -0.864 0.24
H 8.470 -2.369 2.858 0.26
H 7.563 -3.287 1.884 0.24
```

---

Formula: C5H12O2
Source: the OMol25 dataset
Level of theory: ωB97M-V/def2-TZVPD

ΔE to the lowest compared entry with this formula, charge and spin (kJ/mol): 222.8
SMILES: CC/C=C\O.CO
Calculated total energy (eV): -9472.8270
2S+1: 1

The geometry in XYZ format:
```
19
Properties=species:S:1:pos:R:3:mulliken_charge:R:1
C -1.860 -1.416 0.881 -1.11
C -0.624 -1.504 -0.013 -0.19
C -0.295 -0.324 -0.882 -0.31
O 0.040 1.241 1.082 -0.45
C 0.922 -0.085 -1.354 -0.58
C 0.742 2.276 0.411 -0.57
O 2.024 -0.750 -0.841 -0.50
H -1.694 -0.807 1.774 0.24
H -2.712 -0.989 0.340 0.29
H -2.149 -2.423 1.204 0.36
H 0.256 -1.817 0.563 0.30
H -0.788 -2.303 -0.747 0.34
H -1.119 0.288 -1.240 0.33
H 0.621 0.480 1.194 0.33
H 1.086 0.560 -2.210 0.43
H 0.951 3.046 1.152 0.29
H 1.697 1.993 -0.060 0.21
H 0.116 2.696 -0.388 0.25
H 2.789 -0.163 -0.864 0.34
```

---

Formula: C23H40ClN5Tc
Source: the OMol25 dataset
Level of theory: ωB97M-V/def2-TZVPD

Net charge: -2
⟨S²⟩: 3.768
Calculated total energy (eV): -46667.4951
2S+1: 4

The geometry in XYZ format:
```
70
Properties=species:S:1:pos:R:3:mulliken_spin:R:1
Tc 0.047 0.577 1.506 1.89
Cl 1.003 -1.407 0.892 0.09
C 0.115 1.121 5.734 0.01
C 0.192 1.122 3.476 -0.11
N 0.676 0.526 4.632 0.00
H -1.378 2.687 5.876 0.00
N -0.697 2.056 3.929 0.01
H 0.300 0.891 6.765 0.00
C 1.545 -0.636 4.724 -0.03
C 2.012 -0.750 6.168 0.00
C 0.765 -1.914 4.406 0.01
H 1.168 -0.971 6.832 0.00
H 2.721 -1.575 6.274 0.00
H 2.505 0.166 6.504 0.00
H 3.469 -1.271 4.001 0.00
H 3.245 0.504 4.025 -0.01
H 0.390 -1.923 3.375 0.00
C 2.752 -0.453 3.813 0.02
H -0.085 -2.014 5.096 0.00
H 1.429 -2.781 4.545 0.00
H 2.482 -0.495 2.749 0.01
C -0.744 2.054 5.290 -0.01
C -3.034 2.389 3.366 0.04
H -3.324 2.553 4.409 0.00
H -3.703 2.990 2.744 -0.01
C -1.600 2.877 3.138 -0.15
H -1.869 3.377 1.128 0.00
C -1.540 4.284 3.730 0.02
H -0.516 4.669 3.737 0.00
H -3.164 1.329 3.127 0.00
H -1.201 1.784 1.128 -0.06
H -1.925 4.296 4.756 0.01
H -2.181 4.954 3.149 0.00
C -1.135 2.807 1.701 0.13
H -0.206 3.374 1.577 0.04
C 0.437 -2.255 -5.633 -0.27
N 0.532 -2.148 -4.254 0.26
H -0.487 -0.938 -7.067 0.64
N -0.510 -0.408 -4.931 0.91
H 0.790 -3.056 -6.242 0.15
C 1.320 -3.039 -3.416 -1.10
C 1.626 -4.288 -4.222 0.47
C 2.626 -2.339 -3.045 0.22
H 2.232 -4.043 -5.102 -0.01
H 2.200 -4.982 -3.602 0.01
H 0.703 -4.788 -4.535 -0.06
H 1.183 -4.010 -1.526 -0.01
H -0.375 -3.894 -2.364 0.02
H 2.433 -1.409 -2.502 0.07
C 0.552 -3.356 -2.144 0.17
H 3.208 -2.121 -3.947 -0.03
H 3.220 -3.008 -2.411 0.00
H 0.324 -2.454 -1.571 0.00
C -0.221 -1.161 -6.059 -0.14
C 0.054 1.943 -4.707 1.48
H 0.803 1.893 -5.505 -0.19
H -0.367 2.956 -4.704 -0.05
C -1.066 0.937 -4.963 -5.40
H -2.452 2.129 -3.861 -0.06
C -1.642 1.170 -6.350 2.83
H -2.428 0.441 -6.577 -0.13
H 0.540 1.754 -3.745 0.20
H -1.710 0.828 -2.886 0.16
H -0.854 1.116 -7.112 -0.07
H -2.082 2.173 -6.398 -0.30
C -2.115 1.083 -3.870 1.04
H -2.989 0.456 -4.071 -0.03
C -0.016 -0.991 -3.813 0.21
N -2.460 -0.994 2.623 0.15
C -1.522 -0.396 2.212 -0.07
```

---

Formula: C8H15N2
Source: the OMol25 dataset
Level of theory: ωB97M-V/def2-TZVPD

ΔE to the lowest compared entry with this formula, charge and spin (kJ/mol): 127.4
Net charge: +1
⟨S²⟩: 2.014
Calculated total energy (eV): -11507.8784
2S+1: 3

The geometry in XYZ format:
```
25
Properties=species:S:1:pos:R:3:mulliken_spin:R:1
C 1.749 0.175 0.560 0.30
C 0.515 -0.670 0.463 0.04
C 1.773 1.236 1.370 0.25
C -0.604 -0.771 1.538 0.05
C -1.898 -1.000 0.642 -0.05
C -1.506 -0.586 -0.691 0.66
C -2.427 -0.562 -1.774 0.02
C 0.465 0.214 -1.829 0.03
N 2.782 2.103 1.484 0.35
N -0.244 -0.351 -0.794 0.24
H 2.657 -0.143 0.048 -0.03
H 0.957 -1.690 0.263 0.04
H -0.242 -1.551 2.169 -0.01
H -0.764 0.210 2.118 0.00
H -2.155 -2.045 0.565 0.05
H -2.711 -0.416 1.029 0.02
H -1.809 -0.619 -2.819 0.01
H -3.055 0.315 -1.796 0.04
H -3.012 -1.409 -1.708 0.01
H 1.419 -0.351 -1.974 0.00
H 0.024 0.377 -2.764 0.01
H 0.687 1.159 -1.547 -0.01
H 3.741 1.961 1.271 -0.01
H 0.963 1.585 1.993 0.00
H 2.694 2.829 2.181 -0.01
```